(1)
Computed, not measured: a cluster of 2 separate species, C2H7N3O2 in total in a non-equilibrium geometry, with wB97M-V/def2-TZVPD.

Structure (XYZ):
```
14
Properties=species:S:1:pos:R:3:forces:R:3:lowdin_charge:R:1
C 0.3353 -0.5427 -1.5016 1.08 -2.57 1.46 -0.06
C 1.0866 0.7331 0.7254 -1.63 0.95 -0.05 -0.04
N -2.2225 0.9284 -0.0481 0.89 -0.66 -0.45 0.05
N 0.2650 -0.1666 -0.0864 -0.52 0.29 1.06 -0.29
N -0.7809 -0.8279 0.4621 -1.16 0.85 -2.35 -0.08
O -0.9712 -0.7221 1.8048 0.98 0.48 0.93 -0.08
O -1.5585 1.5098 -0.8036 -0.18 -0.36 0.86 -0.08
H 1.0554 -0.0176 -2.0833 0.13 1.19 -0.19 0.07
H 0.7540 -1.6269 -1.5618 -1.06 1.42 0.06 0.11
H -0.6900 -0.4902 -1.8096 -0.14 -0.16 -0.96 0.05
H 1.1621 1.8409 0.4308 -1.08 -1.38 0.29 0.11
H 0.6457 0.5473 1.7409 1.03 0.78 -0.76 0.09
H 2.0908 0.4591 0.6393 1.69 -0.96 0.31 0.05
H -1.1718 -1.6247 2.0911 -0.03 0.14 -0.22 0.11
```
Positions in Å, forces in eV/Å.

Calculated values
E_HOMO (alpha / beta) ... -6.332 / -6.335 eV
Net charge ... 0
HOMO-LUMO gap (alpha / beta) ... 6.87 / 6.78 eV
Spin multiplicity ... 1
Electronic energy ... -394.89413 a.u.
F_max ... 0.061 Eh/bohr

(2)
Computed, not measured: a structure of composition C2H7N3O2 in a non-equilibrium geometry, with wB97M-V/def2-TZVPD.

Structure (XYZ):
```
14
Properties=species:S:1:pos:R:3:forces:R:3:lowdin_charge:R:1
N 1.1054 0.7879 -0.5730 0.74 0.06 0.26 0.13
C 0.2789 1.6556 -0.9922 -0.64 -0.57 -0.71 -0.27
N -0.8339 1.9857 -0.3269 -0.03 0.13 -0.06 0.14
H 0.9361 0.0505 0.4352 -0.46 -0.96 0.68 0.02
H 1.9273 0.5943 -1.1221 -0.10 0.14 -0.32 0.11
H 0.3400 2.0346 -2.0084 0.22 0.55 0.13 0.14
H -1.4834 2.6150 -0.7515 -0.17 0.08 -0.03 0.10
H -1.1110 1.5147 0.5181 0.22 0.02 0.17 0.12
N -0.8489 -2.0115 0.4179 -0.13 0.49 0.09 0.11
C 0.2560 -1.8721 1.3095 -0.45 -0.30 -0.66 -0.74
O 0.7927 -0.6935 1.3482 0.33 1.05 0.38 -0.03
O 0.5938 -2.8194 1.9725 0.34 -0.36 0.19 0.05
H -1.2151 -1.1364 0.0740 0.23 -0.09 -0.27 0.05
H -0.7380 -2.7053 -0.3012 -0.09 -0.25 0.16 0.08
```
Positions in Å, forces in eV/Å.

Calculated values
E_HOMO ... -8.830 eV
Net charge ... 0
HOMO-LUMO gap ... 8.95 eV
Spin multiplicity ... 1
Electronic energy ... -395.16736 a.u.
F_max ... 0.025 Eh/bohr

(3)
Computed, not measured: a cluster of 2 separate species, C2H7N3O2 in total in a non-equilibrium geometry, with wB97M-V/def2-TZVPD.

Structure (XYZ):
```
14
Properties=species:S:1:pos:R:3:forces:R:3:lowdin_charge:R:1
C -0.0691 1.0558 1.4581 -0.03 1.72 -1.08 -0.08
C -0.0377 -0.2906 -0.3775 1.91 3.81 -4.18 -0.55
H -0.8412 0.2697 1.8475 2.40 1.11 0.00 0.08
H 1.2237 0.8720 1.3571 -4.19 0.27 1.06 0.15
H -0.3464 2.1342 2.0160 0.93 -2.93 -1.82 0.11
H -0.1806 1.8500 -0.6932 -0.63 -2.76 1.45 0.13
H 1.5920 0.9268 -1.9028 -2.34 -4.63 2.31 0.29
H 0.7861 -1.8741 -1.0206 2.13 -2.10 -0.87 0.06
H -2.1404 -1.0117 0.0818 -1.41 1.44 -0.83 0.07
N -0.5733 1.0113 -0.0974 1.15 0.47 2.10 -0.04
N 0.8580 -0.2681 -1.4865 3.64 2.79 -1.88 -0.06
N -0.3686 -1.4730 -0.1002 1.04 -0.01 0.07 -0.04
O 1.6556 -1.5817 -1.5589 -3.52 2.82 1.16 -0.13
O -1.5583 -1.6207 0.4764 -1.06 -2.00 2.51 0.01
```
Positions in Å, forces in eV/Å.

Calculated values
E_HOMO ... -8.717 eV
Net charge ... 0
HOMO-LUMO gap ... 8.61 eV
Spin multiplicity ... 1
Electronic energy ... -394.82631 a.u.
F_max ... 0.116 Eh/bohr